No. 1
# C2H3BrO

A single C2H3BrO molecule in a non-equilibrium geometry (ωB97M-V with the def2-TZVPD basis set, the Open Molecules 2025 dataset).

Geometry as ORCA input:
```
! wB97M-V def2-TZVPD RIJCOSX def2/J DEFGRID3
* xyz 0 1
C -0.74020 0.20033 0.05236
C 0.61352 -0.52427 -0.05000
O 0.78939 -1.67884 -0.02076
Br 2.23267 0.67942 0.02187
H -0.46766 1.20821 0.52719
H -1.55854 -0.25732 0.58651
H -0.86918 0.37248 -1.11718
*
```

Properties
energy above the lowest of the compared OMol25 structures with the same formula, charge and spin	0.242	eV
orbital gap	11.03	eV
LUMO level	0.0232	Ha

No. 2
# C2H5NOS

2 unconnected molecules or ions with the total composition C2H5NOS in a non-equilibrium geometry (ωB97M-V with the def2-TZVPD basis set, the Open Molecules 2025 dataset).

Geometry as ORCA input:
```
! wB97M-V def2-TZVPD RIJCOSX def2/J DEFGRID3
* xyz 0 1
C -3.03466 0.70371 -0.12598
C -3.10096 -0.15191 0.71193
N 0.67739 0.06610 -1.70494
O 0.76155 0.81170 0.66493
S 1.54483 1.03662 -0.58167
H -3.30166 1.07142 -0.98937
H 1.02591 -0.08277 -2.66705
H -2.91154 -0.82555 1.51737
H 0.15067 -0.63380 -1.29202
H 2.85978 0.26963 -0.29034
*
```

Properties
energy above the lowest of the compared OMol25 structures with the same formula, charge and spin	5.027	eV
orbital gap	9.92	eV
LUMO level	0.0220	Ha

No. 3
# C3H5Br

A single C3H5Br molecule in a non-equilibrium geometry (ωB97M-V with the def2-TZVPD basis set, the Open Molecules 2025 dataset).

Geometry as ORCA input:
```
! wB97M-V def2-TZVPD RIJCOSX def2/J DEFGRID3
* xyz 0 1
C 0.09980 -0.76245 -0.00683
C 1.12729 0.21561 -0.46720
C -1.14589 0.14150 0.20341
Br -1.26540 0.92552 1.91519
H -0.18997 -1.33335 -0.80666
H 0.29786 -1.35715 0.77131
H 1.48500 0.63453 0.42131
H 1.07127 0.56324 -1.55303
H -1.47996 0.97256 -0.47750
*
```

Properties
energy above the lowest of the compared OMol25 structures with the same formula, charge and spin	3.284	eV
orbital gap (spin up / spin down)	8.41 / 8.40	eV
LUMO level (spin up / spin down)	-0.0033 / 0.0033	Ha

No. 4
# C24H23F4N2O17PS

5 unconnected molecules or ions with the total composition C24H23F4N2O17PS in a non-equilibrium geometry (ωB97M-V with the def2-TZVPD basis set, the Open Molecules 2025 dataset).

Geometry as ORCA input:
```
! wB97M-V def2-TZVPD RIJCOSX def2/J DEFGRID3
* xyz 0 1
C 5.06885 1.82649 -0.99227
P 3.63679 1.50204 0.14033
C 3.69481 -0.21317 0.85721
C 2.00231 1.66218 -0.70479
C 1.73357 1.56444 -2.08842
N 2.79922 1.31965 -3.01946
C 3.26108 2.35981 -3.49143
O 3.97177 3.24183 -3.79198
C 0.41507 1.68459 -2.54829
C -0.65392 1.88432 -1.69983
S -2.34885 1.99449 -2.34346
C -3.25325 0.59953 -1.62462
O -2.91509 3.21741 -1.83131
O -2.36305 1.93596 -3.78663
C -0.43733 2.00012 -0.32078
C 0.89051 1.87760 0.11928
C 0.81967 2.02652 1.64121
O 1.70307 1.93551 2.44543
N -0.50896 2.33622 1.94073
C -1.39531 2.21627 0.85542
O -2.58476 2.29555 0.90439
H 5.21408 2.91171 -1.09402
H 5.05446 1.29603 -1.95403
H 5.96553 1.46231 -0.45435
H 3.93796 -0.15996 1.92977
H 2.67144 -0.61559 0.79850
H 4.39299 -0.84253 0.29069
H 0.17620 1.62773 -3.61168
H -3.78968 0.90341 -0.71594
H -3.95920 0.15517 -2.35096
H -2.52003 -0.16889 -1.32588
H -0.85157 2.04222 2.84761
O 0.93997 -0.48685 -4.81199
C 0.31463 -0.02077 -5.70278
O -1.03592 0.08465 -5.70776
C -1.40135 0.82001 -6.87450
C -0.21564 0.59013 -7.77420
F 0.00973 1.65728 -8.58066
O 0.85586 0.47607 -6.85545
H -1.53111 1.87239 -6.61503
H -2.33018 0.44574 -7.29925
H -0.27620 -0.31709 -8.37918
O 2.99431 -3.16239 0.77134
C 2.44534 -3.24412 1.81853
O 1.41744 -2.44394 2.20607
C 0.94456 -2.93873 3.46224
C 2.14927 -3.67447 3.98414
F 1.78211 -4.74533 4.73838
O 2.76516 -4.14376 2.78967
H 0.09294 -3.60206 3.29468
H 0.63618 -2.12851 4.11031
H 2.84924 -3.06848 4.53428
O 2.20279 -1.51937 5.51562
C 2.60369 -1.18708 6.58557
O 3.04138 0.05729 6.88225
C 3.30472 0.08940 8.28733
C 3.53170 -1.36536 8.59614
F 3.12252 -1.67551 9.84824
O 2.68603 -2.01534 7.66131
H 2.43753 0.49556 8.81067
H 4.17170 0.70692 8.51067
H 4.56029 -1.70305 8.45459
O -4.90514 -1.70102 -2.20163
C -6.05168 -1.45830 -2.02218
O -6.55643 -0.20397 -1.89902
C -7.97853 -0.32449 -1.83251
C -8.15112 -1.73814 -1.34544
F -9.28242 -2.29670 -1.83878
O -7.03060 -2.39977 -1.90541
H -8.40358 -0.17230 -2.82606
H -8.40325 0.40983 -1.15160
H -8.13436 -1.84728 -0.25908
*
```

Properties
orbital gap	7.14	eV
LUMO level	-0.0139	Ha

No. 5
# C15H35BrN5O5

6 unconnected molecules or ions with the total composition C15H35BrN5O5 in a non-equilibrium geometry (ωB97M-V with the def2-TZVPD basis set, the Open Molecules 2025 dataset).

Geometry as ORCA input:
```
! wB97M-V def2-TZVPD RIJCOSX def2/J DEFGRID3
* xyz -1 1
Br -38.73121 -9.91484 13.89781
C -35.91535 -11.25739 16.23805
C -36.05754 -12.59400 15.65539
O -35.24736 -13.49358 15.91554
N -36.96257 -12.69787 14.74298
C -37.28333 -14.08020 14.01663
H -35.26929 -10.62395 15.58690
H -35.43734 -11.24973 17.29416
H -36.94783 -10.74456 16.33453
H -37.56940 -11.88935 14.45687
H -37.97786 -14.68872 14.66463
H -36.38670 -14.71745 13.97348
H -37.70592 -13.62122 13.12683
C -38.04431 -11.80789 10.71500
C -37.63135 -10.62510 9.82374
O -37.47952 -10.76511 8.64462
N -37.58039 -9.44588 10.53592
C -37.12614 -8.28871 9.79782
H -39.02811 -11.77708 11.03285
H -37.37095 -12.08723 11.60428
H -37.98605 -12.70779 9.98760
H -37.81914 -9.50222 11.49267
H -37.86470 -7.84061 8.93650
H -36.61530 -8.49201 8.98693
H -36.65328 -7.33723 10.34436
C -41.68488 -10.62911 16.24605
C -42.58727 -10.09783 15.21405
O -43.78783 -9.67446 15.43983
N -42.14665 -10.06061 13.94007
C -43.03198 -9.65176 12.92964
H -40.56393 -10.36641 15.94661
H -41.63647 -11.77536 16.16398
H -41.97321 -10.42500 17.14436
H -41.14836 -9.99837 13.70967
H -43.80799 -10.36768 12.98883
H -42.63828 -9.88853 11.85362
H -43.30902 -8.47676 13.15268
C -35.57028 -7.76574 16.17886
C -34.78036 -8.10646 14.94832
O -33.54374 -8.19481 14.92765
N -35.42129 -8.62367 13.82147
C -34.72317 -9.00120 12.62288
H -35.21880 -6.72955 16.59804
H -35.38624 -8.42439 16.94870
H -36.65610 -7.50284 15.97642
H -36.46992 -8.75077 13.85075
H -33.90169 -8.33419 12.27164
H -35.44942 -9.23238 11.94828
H -34.10512 -9.93207 12.81972
C -39.72277 -4.26152 17.92150
C -39.65742 -5.59590 17.33063
O -39.34936 -6.50949 18.02539
N -40.07246 -5.77041 16.04658
C -40.22697 -7.07531 15.36582
H -38.80698 -3.96002 18.26797
H -40.06193 -4.21667 18.70308
H -39.78962 -3.33498 17.21907
H -40.43376 -5.00168 15.49751
H -40.25149 -7.45353 14.22284
H -41.00738 -7.75320 15.81017
H -39.25599 -7.51094 15.54508
*
```

Properties
energy above the lowest of the compared OMol25 structures with the same formula, charge and spin	0.903	eV
orbital gap	9.07	eV
LUMO level	0.0930	Ha

No. 6
# C36H30CrN13O3Si

A molecular structure, C36H30CrN13O3Si in a non-equilibrium geometry (ωB97M-V with the def2-TZVPD basis set, the Open Molecules 2025 dataset).

Geometry as ORCA input:
```
! wB97M-V def2-TZVPD RIJCOSX def2/J DEFGRID3
* xyz 0 4
Cr 13.49473 14.89838 12.90013
C 15.00425 21.27591 11.70938
C 16.01137 21.06909 12.66449
C 16.18549 19.81455 13.24492
C 15.36015 18.80003 12.87279
C 15.24807 17.37310 13.35891
N 14.12266 16.80252 12.75575
C 13.54493 17.72561 11.86544
N 12.42590 17.56190 11.12540
C 11.83327 16.39668 10.93567
C 10.54033 16.20797 10.33338
C 9.64482 17.16338 9.91548
C 8.38790 16.73822 9.43293
C 8.11271 15.38236 9.35764
C 9.08165 14.40079 9.62567
C 10.28138 14.81942 10.19553
C 11.40835 14.19185 10.89363
N 11.61760 12.89224 11.04950
C 12.37683 12.33989 11.96650
N 13.39128 12.92542 12.64074
C 14.13856 11.98983 13.35268
N 15.31790 12.12216 13.92705
C 15.85598 13.33065 14.19920
N 15.24210 14.51656 13.93053
C 16.00377 15.56115 14.56842
N 15.93191 16.83535 14.37282
C 17.09324 14.91786 15.32454
C 18.08413 15.47296 16.15504
C 19.12426 14.61888 16.53630
C 19.07973 13.22352 16.27008
C 18.12200 12.74026 15.39337
C 17.08381 13.55341 14.97086
C 13.44423 10.72512 13.17316
C 13.63789 9.57727 13.88530
C 12.66022 8.62215 13.74787
C 11.54615 8.78822 12.92882
C 11.39121 9.92939 12.19199
C 12.36898 10.89454 12.32053
N 12.28111 15.14280 11.33419
C 14.25340 18.99265 12.00609
C 14.07842 20.25082 11.42094
H 14.95159 22.27316 11.33652
H 16.75632 21.82956 12.84627
H 17.00004 19.53952 13.91342
H 9.93469 18.23337 9.94823
H 7.56188 17.43253 9.21817
H 7.19990 14.96572 9.00441
H 8.87611 13.34033 9.41085
H 18.12497 16.50545 16.49998
H 19.95118 15.03976 17.17039
H 19.86434 12.50349 16.60929
H 18.17720 11.66550 15.08325
H 14.48983 9.44551 14.61212
H 12.70626 7.72693 14.35808
H 10.67996 8.05554 12.98892
H 10.58723 9.97197 11.44435
H 13.27666 20.37182 10.71146
N 7.14123 13.92723 12.20195
N 6.44998 14.12726 13.36247
C 6.47175 13.14400 14.28321
N 5.54764 13.27621 15.31476
N 7.43753 12.26804 14.00971
N 7.64908 11.19344 14.97467
O 6.93336 11.06500 15.98230
O 8.54657 10.42543 14.65713
H 7.79717 13.19584 12.46382
H 7.71586 14.81418 12.05195
H 5.64801 14.69417 13.33014
H 4.96186 14.12365 15.38354
H 5.59887 12.53277 15.97545
C 11.82019 12.83870 16.22771
Si 11.68490 14.62261 15.70638
C 9.96583 15.22430 15.37064
C 12.65081 15.83436 16.83945
O 12.31615 14.75924 14.24914
H 12.71905 12.41018 15.77098
H 10.97392 12.22934 15.79507
H 11.76071 12.77579 17.33948
H 9.08434 14.89235 16.02785
H 9.66931 14.80086 14.37852
H 10.00057 16.34022 15.29499
H 12.16327 16.17562 17.85776
H 13.03917 16.74727 16.31742
H 13.58884 15.30013 17.04049
*
```

Properties
<S²>	3.87
orbital gap (spin up / spin down)	4.95 / 4.55	eV
LUMO level (spin up / spin down)	-0.0581 / -0.0658	Ha

| no. | calculated total energy (eV) |
| --- | --- |
| 1 | -74212.1715 |
| 2 | -16523.3543 |
| 3 | -73230.3439 |
| 4 | -94041.8923 |
| 5 | -103852.2156 |
| 6 | -99632.3459 |